1.
Below is a molecular structure, C39H39FHfN2O2S4, with properties calculated with ωB97M-V/def2-TZVPD.

The geometry in ORCA input format:
```
! wB97M-V def2-TZVPD RIJCOSX def2/J DEFGRID3
* xyz 0 1
Hf 0.035 -0.312 -0.935
S 1.774 -2.387 -1.045
C 2.317 -2.650 -2.681
C 3.522 -3.319 -2.923
C 3.948 -3.564 -4.215
C 3.205 -3.118 -5.304
C 1.996 -2.482 -5.087
C 1.545 -2.280 -3.788
S -0.077 -1.615 -3.518
C -0.787 -3.159 -2.781
C -1.985 -2.873 -1.947
C -3.223 -3.336 -2.374
C -4.343 -3.088 -1.610
C -4.186 -2.378 -0.435
C -2.926 -1.924 -0.078
C -2.790 -1.104 1.165
S -2.023 0.530 0.869
C -3.263 1.374 -0.083
C -4.120 2.209 0.633
C -5.083 2.952 -0.021
C -5.179 2.861 -1.408
C -4.332 2.037 -2.121
C -3.344 1.270 -1.479
S -2.330 0.228 -2.413
N -1.831 -2.157 -0.819
H 4.105 -3.646 -2.072
H 4.870 -4.107 -4.379
H 3.568 -3.270 -6.312
H 1.381 -2.157 -5.917
H 0.007 -3.585 -2.171
H -1.030 -3.830 -3.602
H -3.290 -3.874 -3.309
H -5.320 -3.431 -1.925
H -5.032 -2.150 0.198
H -2.129 -1.571 1.898
H -3.764 -0.932 1.618
H -4.018 2.259 1.711
H -5.749 3.595 0.538
H -5.925 3.444 -1.933
H -4.417 1.956 -3.196
C 0.659 -2.881 2.073
C 0.464 -2.065 3.333
C 1.720 -2.242 4.203
C 0.170 -0.572 3.215
C -0.461 -0.084 4.364
C -0.655 1.259 4.592
C -0.220 2.159 3.639
C 0.360 1.733 2.456
C 0.753 2.818 1.461
C 1.861 3.708 2.040
C -0.463 3.668 1.071
C 0.555 0.347 2.209
N 1.108 -0.012 0.924
C 2.445 0.320 0.764
C 3.342 0.439 1.844
C 4.668 0.788 1.674
C 5.182 1.060 0.413
C 4.344 0.921 -0.681
C 3.040 0.545 -0.483
F 2.270 0.387 -1.635
H 0.661 -3.945 2.319
H 1.626 -2.646 1.644
H -0.116 -2.714 1.328
H -0.376 -2.497 3.889
H 2.584 -1.814 3.691
H 1.913 -3.305 4.361
H 1.608 -1.761 5.175
H -0.776 -0.799 5.116
H -1.118 1.602 5.509
H -0.340 3.219 3.825
H 1.125 2.356 0.552
H 1.491 4.287 2.888
H 2.228 4.405 1.284
H 2.701 3.102 2.374
H -0.914 4.146 1.941
H -1.222 3.051 0.587
H -0.168 4.453 0.372
H 2.963 0.243 2.839
H 5.311 0.852 2.543
H 6.214 1.349 0.280
H 4.683 1.111 -1.691
C -0.238 3.933 -2.232
O -0.016 2.762 -3.041
C 0.093 1.600 -2.473
O 0.032 1.629 -1.165
H -0.182 4.776 -2.912
H 0.531 4.006 -1.464
H -1.220 3.890 -1.762
*
```

Properties
**ΔE to the lowest compared entry with this formula, charge and spin**: 0.00 kJ/mol
**HOMO level**: -0.260 hartree
**Kohn-Sham gap**: 0.260 hartree

Löwdin population analysis, charges in e, atoms 1 to 5:
1. Hf 1.354
2. S 0.665
3. C -0.660
4. C -0.109
5. C -0.086



2.
Below is a molecular structure, C39H39GeN2OPV, with properties calculated with ωB97M-V/def2-TZVPD.

The geometry in ORCA input format:
```
! wB97M-V def2-TZVPD RIJCOSX def2/J DEFGRID3
* xyz 2 4
V 0.126 0.759 -0.296
O 0.049 -0.927 0.966
C -0.679 -0.902 -0.055
C -1.642 -1.730 -0.682
C -2.021 -3.049 -0.407
C -2.971 -3.654 -1.209
C -3.583 -2.959 -2.246
C -3.253 -1.634 -2.509
C -2.289 -1.028 -1.731
P -1.762 0.710 -1.731
C -2.989 1.496 -0.645
C -3.683 0.766 0.318
C -4.513 1.419 1.212
C -4.651 2.797 1.159
C -3.963 3.529 0.204
C -3.129 2.885 -0.693
C -2.128 1.257 -3.427
C -1.191 0.892 -4.396
C -1.419 1.196 -5.726
C -2.573 1.876 -6.089
C -3.500 2.245 -5.126
C -3.290 1.930 -3.794
H -1.583 -3.585 0.418
H -3.248 -4.679 -1.019
H -4.342 -3.445 -2.839
H -3.743 -1.093 -3.306
H -3.603 -0.313 0.356
H -5.066 0.851 1.945
H -5.297 3.300 1.859
H -4.092 4.599 0.142
H -2.597 3.458 -1.445
H -0.298 0.351 -4.094
H -0.708 0.902 -6.482
H -2.758 2.111 -7.126
H -4.398 2.772 -5.409
H -4.023 2.197 -3.047
N 1.506 1.432 1.156
C 1.163 2.782 1.613
C 1.521 3.792 0.530
C 0.556 3.740 -0.649
N 0.652 2.470 -1.393
H 1.370 0.775 1.928
H 2.503 1.403 0.922
H 1.697 3.040 2.538
H 0.081 2.815 1.814
H 2.545 3.605 0.186
H 1.502 4.796 0.954
H 0.769 4.590 -1.308
H -0.474 3.839 -0.285
H 1.613 2.371 -1.744
H 0.070 2.563 -2.230
C 0.449 -1.759 3.945
Ge 1.124 -2.396 2.178
C 2.998 -1.766 1.901
C 3.524 -1.204 0.744
C 4.882 -0.951 0.654
C 5.720 -1.243 1.719
C 5.197 -1.775 2.886
C 3.843 -2.038 2.974
C 0.519 -4.186 1.543
C -0.147 -4.978 2.449
C -0.540 -6.277 2.101
C -0.268 -6.768 0.854
C 0.406 -5.983 -0.103
C 0.691 -6.465 -1.397
C 1.326 -5.678 -2.317
C 1.695 -4.365 -1.988
C 1.438 -3.871 -0.740
C 0.805 -4.661 0.238
H 0.677 -2.485 4.721
H -0.625 -1.599 3.924
H 0.941 -0.825 4.211
H 2.872 -0.964 -0.097
H 5.296 -0.543 -0.256
H 6.779 -1.052 1.641
H 5.842 -1.993 3.724
H 3.431 -2.464 3.881
H -0.371 -4.610 3.443
H -1.056 -6.885 2.827
H -0.564 -7.770 0.581
H 0.395 -7.473 -1.643
H 1.552 -6.063 -3.299
H 2.189 -3.753 -2.728
H 1.727 -2.855 -0.486
*
```

Properties
**HOMO level (alpha / beta)**: -0.474 / -0.481 hartree
**Kohn-Sham gap (alpha / beta)**: 0.267 / 0.256 hartree
**⟨S²⟩**: 3.778

natural (NBO) population analysis, charges in e, atoms 1 to 5:
1. V 0.769
2. O -0.708
3. C 0.279
4. C -0.140
5. C -0.152



3.
Below is a molecular structure, C39H39O2Ti, with properties calculated with ωB97M-V/def2-TZVPD.

The geometry in ORCA input format:
```
! wB97M-V def2-TZVPD RIJCOSX def2/J DEFGRID3
* xyz -1 1
C -0.091 -0.602 5.774
O -0.501 0.623 5.144
C -0.887 0.534 3.845
C -1.287 1.743 3.245
C -1.814 1.697 1.990
C -2.081 0.483 1.288
C -2.666 0.616 0.002
C -2.484 -0.171 -1.167
C -2.698 0.503 -2.411
C -2.392 -0.060 -3.618
C -1.988 -1.409 -3.664
O -1.960 -1.988 -4.894
C -1.864 -3.426 -4.937
C -1.730 -2.106 -2.459
C -2.001 -1.507 -1.241
C -1.662 -0.719 1.916
C -0.973 -0.682 3.115
H 0.077 -0.326 6.812
H -0.884 -1.356 5.697
H 0.835 -0.969 5.313
H -1.186 2.674 3.803
H -2.016 2.652 1.508
H -3.037 1.635 -0.191
H -3.085 1.520 -2.400
H -2.514 0.469 -4.556
H -2.059 -3.693 -5.975
H -0.853 -3.729 -4.640
H -2.611 -3.884 -4.275
H -1.338 -3.127 -2.516
H -1.855 -2.102 -0.348
H -1.895 -1.685 1.480
H -0.509 -1.581 3.535
C -8.938 1.062 -2.687
C -8.454 -0.183 -2.255
C -7.436 -0.257 -1.325
C -6.841 0.931 -0.819
C -5.663 0.769 -0.061
Ti -6.097 4.003 2.420
C -5.315 2.404 3.738
C -4.738 2.955 5.000
C -4.105 2.092 5.916
C -3.522 2.586 7.078
C -3.564 3.960 7.348
C -4.192 4.832 6.456
C -4.802 4.323 5.314
C -8.116 4.826 1.630
C -8.365 3.421 1.808
C -8.192 3.111 3.193
C -7.852 4.313 3.888
C -7.785 5.383 2.919
C -5.048 4.340 0.282
C -4.183 3.764 1.255
C -3.922 4.748 2.277
C -4.760 5.881 2.000
C -5.442 5.628 0.760
C -7.419 2.186 -1.188
C -8.428 2.244 -2.131
H -9.724 1.106 -3.438
H -8.890 -1.105 -2.631
H -7.030 -1.205 -0.962
H -5.726 0.614 1.015
H -4.732 0.678 -0.583
H -6.159 1.720 3.943
H -4.561 1.840 3.162
H -4.070 1.025 5.692
H -3.041 1.900 7.781
H -3.108 4.353 8.253
H -4.223 5.910 6.638
H -5.326 5.017 4.640
H -8.253 5.383 0.701
H -8.736 2.737 1.042
H -8.382 2.142 3.646
H -7.748 4.432 4.964
H -7.613 6.434 3.148
H -5.246 3.895 -0.695
H -3.843 2.736 1.206
H -3.177 4.684 3.074
H -4.789 6.809 2.577
H -6.080 6.340 0.231
H -7.030 3.085 -0.715
H -8.838 3.207 -2.428
*
```

Properties
**ΔE to the lowest compared entry with this formula, charge and spin**: 154.12 kJ/mol
**HOMO level**: -0.066 hartree
**Kohn-Sham gap**: 0.109 hartree

Löwdin population analysis, charges in e, atoms 1 to 5:
1. C -0.093
2. O -0.123
3. C -0.312
4. C -0.028
5. C -0.077



4.
Below is a molecular structure, C39H40Cl2FGeN4O9S2V, with properties calculated with ωB97M-V/def2-TZVPD.

The geometry in ORCA input format:
```
! wB97M-V def2-TZVPD RIJCOSX def2/J DEFGRID3
* xyz -1 2
V -0.467 1.089 0.303
O -3.143 -2.047 4.489
C -2.359 -1.253 5.207
O -2.420 -1.216 6.410
C -1.415 -0.388 4.450
C -0.516 0.507 5.007
Cl -0.194 0.906 6.623
N 0.135 1.131 3.999
N -0.273 0.667 2.809
C -1.187 -0.245 3.069
C -1.760 -0.945 1.891
O -2.609 -1.804 1.956
O -1.277 -0.467 0.769
C 1.260 2.016 4.055
C 1.131 3.300 3.557
C 2.247 4.125 3.542
C 3.465 3.659 4.012
C 3.574 2.368 4.511
C 2.467 1.535 4.536
H -2.993 -1.956 3.514
H 0.181 3.637 3.163
H 2.166 5.120 3.127
H 4.337 4.298 3.969
H 4.529 1.997 4.861
H 2.542 0.515 4.889
O 4.811 3.987 0.428
C 5.215 2.715 0.429
O 6.390 2.450 0.437
C 4.161 1.665 0.428
C 4.398 0.294 0.389
Cl 5.863 -0.489 0.016
N 3.202 -0.364 0.487
N 2.198 0.523 0.550
C 2.762 1.747 0.488
C 1.870 2.882 0.367
O 2.174 4.063 0.352
O 0.598 2.512 0.219
C 2.945 -1.731 0.476
C 3.907 -2.699 0.890
C 3.668 -4.026 0.855
C 2.431 -4.594 0.259
C 0.360 -4.077 1.125
C 1.561 -2.156 0.465
H 3.825 4.073 0.379
H 4.854 -2.377 1.301
H 4.413 -4.721 1.223
H 2.649 -5.192 -0.627
H -0.704 -4.223 0.956
H 0.877 -1.470 -0.029
F -6.916 -0.513 1.348
C -5.777 0.183 1.128
C -5.115 0.742 2.199
C -3.946 1.451 1.955
C -3.436 1.602 0.664
C -2.145 2.301 0.431
C -4.152 1.031 -0.388
C -5.319 0.319 -0.168
H -5.502 0.614 3.201
H -3.417 1.897 2.790
H -1.897 2.958 1.271
H -2.148 2.899 -0.482
H -3.780 1.137 -1.401
H -5.870 -0.134 -0.982
C 1.723 1.890 -4.853
C 0.516 2.753 -5.199
C -0.820 2.232 -4.674
C -0.953 2.246 -3.144
Ge -0.462 0.617 -2.129
C -1.672 -0.881 -2.573
C -1.280 -1.676 -3.817
C -2.148 -2.917 -4.035
C -3.603 -2.589 -4.352
H 2.623 2.264 -5.343
H 1.571 0.855 -5.169
H 1.915 1.873 -3.780
H 0.445 2.854 -6.287
H 0.673 3.765 -4.811
H -0.992 1.224 -5.067
H -1.611 2.856 -5.105
H -1.997 2.427 -2.871
H -0.393 3.089 -2.726
H 0.961 0.142 -2.515
H -2.689 -0.490 -2.657
H -1.673 -1.548 -1.705
H -0.232 -1.977 -3.732
H -1.346 -1.043 -4.711
H -2.104 -3.537 -3.134
H -1.726 -3.517 -4.847
H -4.089 -2.084 -3.515
H -4.179 -3.489 -4.571
H -3.671 -1.929 -5.221
C 0.263 -4.740 -1.839
O 0.802 -3.536 -1.332
C 1.284 -3.581 -0.014
S 1.336 -5.588 1.394
S 0.762 -2.641 2.163
H -0.142 -4.507 -2.823
H -0.541 -5.121 -1.203
H 1.020 -5.522 -1.947
*
```

Properties
**ΔE to the lowest compared entry with this formula, charge and spin**: 277.32 kJ/mol
**HOMO level (alpha / beta)**: -0.134 / -0.134 hartree
**Kohn-Sham gap (alpha / beta)**: 0.182 / 0.199 hartree
**⟨S²⟩**: 0.780

Löwdin population analysis, charges in e, atoms 1 to 5:
1. V 0.821
2. O 0.129
3. C -0.498
4. O 0.081
5. C -0.044



5.
Below is 7 unconnected molecules or ions with the total composition C39H40F6P, with properties calculated with ωB97M-V/def2-TZVPD.

The geometry in ORCA input format:
```
! wB97M-V def2-TZVPD RIJCOSX def2/J DEFGRID3
* xyz -1 1
C -2.677 0.373 2.214
C -2.715 -0.814 2.910
P -2.053 -2.423 1.967
C -0.299 -1.630 2.224
H -3.423 0.521 1.442
H -1.896 1.110 2.402
H -3.047 -0.853 3.952
H -1.942 -3.128 3.260
H -3.435 -2.933 1.783
H -2.214 -1.747 0.659
H -1.487 -3.553 1.245
H 0.366 -2.442 2.527
H -0.378 -0.959 3.077
H 0.046 -1.109 1.334
F 0.196 -0.408 -0.910
C 1.199 0.473 -1.025
C 1.566 1.218 0.077
C 2.610 2.124 -0.045
C 3.263 2.280 -1.262
C 2.875 1.524 -2.362
C 1.839 0.608 -2.243
H 1.038 1.085 1.013
H 2.914 2.710 0.810
H 4.073 2.991 -1.352
H 3.378 1.645 -3.310
H 1.525 0.002 -3.083
F -1.775 -5.416 -0.313
C -3.099 -5.572 -0.489
C -3.895 -4.474 -0.760
C -5.255 -4.677 -0.944
C -5.802 -5.950 -0.842
C -4.984 -7.034 -0.566
C -3.621 -6.848 -0.395
H -3.460 -3.484 -0.825
H -5.892 -3.833 -1.169
H -6.866 -6.094 -0.981
H -5.407 -8.027 -0.484
H -2.963 -7.681 -0.185
F -6.086 0.984 7.593
C -4.911 1.525 7.197
C -4.336 1.095 6.019
C -3.133 1.656 5.615
C -2.523 2.627 6.398
C -3.116 3.043 7.583
C -4.323 2.492 7.988
H -4.823 0.332 5.425
H -2.676 1.332 4.688
H -1.583 3.060 6.082
H -2.638 3.797 8.195
H -4.808 2.806 8.903
F 4.336 3.260 2.381
C 5.513 2.645 2.152
C 6.634 3.411 1.904
C 7.844 2.773 1.673
C 7.915 1.387 1.683
C 6.773 0.636 1.929
C 5.562 1.265 2.170
H 6.555 4.490 1.893
H 8.733 3.360 1.484
H 8.859 0.893 1.498
H 6.825 -0.444 1.932
H 4.662 0.698 2.370
F -0.597 -1.103 -4.674
C -0.686 -2.439 -4.495
C -0.678 -3.262 -5.604
C -0.764 -4.634 -5.421
C -0.864 -5.161 -4.141
C -0.875 -4.316 -3.038
C -0.781 -2.942 -3.213
H -0.606 -2.829 -6.594
H -0.752 -5.293 -6.280
H -0.934 -6.232 -4.001
H -0.956 -4.719 -2.038
H -0.780 -2.267 -2.365
F 3.547 4.009 -3.650
C 2.846 4.861 -4.421
C 1.591 5.256 -4.004
C 0.870 6.136 -4.797
C 1.405 6.600 -5.992
C 2.667 6.186 -6.394
C 3.400 5.312 -5.603
H 1.191 4.875 -3.074
H -0.112 6.459 -4.481
H 0.837 7.283 -6.609
H 3.084 6.543 -7.326
H 4.388 4.983 -5.894
*
```

Properties
**HOMO level**: -0.101 hartree
**Kohn-Sham gap**: 0.183 hartree

Löwdin population analysis, charges in e, atoms 1 to 5:
1. C -0.181
2. C -0.354
3. P 0.278
4. C -0.312
5. H 0.019



no.,DFT total energy (eV)
1,-95519.5198
2,-137582.6779
3,-68279.9643
4,-197118.5098
5,-66679.2631